Density functional theory data (ωB97M-V with the def2-TZVPD basis set) for a structure of composition C46H82N4O50S7 at a distorted geometry.

ORCA input file:
```
! wB97M-V def2-TZVPD RIJCOSX def2/J DEFGRID3
* xyz 0 1
C -19.06 14.30 6.43
N -18.56 15.22 5.43
O -17.82 14.85 4.57
O -18.89 16.38 5.53
H -20.07 14.56 6.77
H -18.37 14.45 7.26
H -19.10 13.29 6.04
C -22.40 15.46 9.44
N -21.49 16.63 9.20
O -20.39 16.65 9.73
O -21.77 17.46 8.39
H -23.20 15.57 10.17
H -21.75 14.63 9.75
H -22.84 15.03 8.54
C -22.25 21.37 3.65
N -21.17 20.93 2.82
O -20.80 21.64 1.87
O -20.70 19.82 3.10
H -22.66 22.36 3.45
H -22.11 21.13 4.70
H -23.13 20.80 3.36
C -23.99 22.53 7.29
N -24.03 23.81 6.55
O -23.94 23.77 5.33
O -24.27 24.74 7.28
H -24.35 21.79 6.57
H -24.62 22.53 8.18
H -22.97 22.31 7.59
O -15.52 18.31 15.26
C -15.80 18.87 14.17
O -16.85 18.51 13.58
C -16.98 19.20 12.36
C -16.16 20.48 12.56
C -15.01 19.93 13.38
H -18.03 19.44 12.16
H -16.66 18.52 11.57
H -16.66 21.32 13.05
H -15.67 20.87 11.67
H -14.41 20.53 14.06
H -14.33 19.43 12.69
O -16.04 13.98 12.53
C -17.20 14.20 12.17
O -17.73 13.53 11.12
C -18.97 14.07 10.88
C -19.41 14.75 12.19
C -18.12 15.15 12.78
H -19.72 13.33 10.62
H -18.80 14.85 10.14
H -19.91 13.99 12.79
H -20.17 15.51 12.02
H -18.23 14.98 13.85
H -17.67 16.11 12.52
O -17.09 27.25 15.82
C -17.81 26.52 15.04
O -17.27 26.04 13.92
C -18.20 25.23 13.19
C -19.43 25.01 14.11
C -19.24 26.05 15.25
H -17.69 24.32 12.86
H -18.54 25.82 12.33
H -19.39 24.04 14.59
H -20.39 25.00 13.59
H -19.44 25.58 16.22
H -19.94 26.87 15.09
O -15.27 22.74 6.40
C -16.15 22.67 5.53
O -15.90 23.09 4.34
C -17.01 22.96 3.43
C -18.02 22.24 4.17
C -17.50 22.06 5.58
H -16.83 22.35 2.54
H -17.26 23.98 3.14
H -18.30 21.30 3.70
H -18.99 22.76 4.20
H -17.39 20.99 5.76
H -18.16 22.49 6.34
O -14.19 19.21 4.49
C -14.20 19.90 3.48
O -14.99 19.52 2.46
C -14.73 20.12 1.26
C -13.44 20.96 1.54
C -13.22 21.06 3.09
H -15.55 20.79 0.98
H -14.56 19.37 0.49
H -13.50 21.93 1.05
H -12.58 20.42 1.13
H -13.64 21.97 3.54
H -12.16 20.93 3.31
O -18.18 14.62 -0.56
C -18.17 15.80 -0.20
O -19.14 16.26 0.63
C -18.84 17.61 1.06
C -17.41 17.83 0.77
C -17.00 16.79 -0.35
H -19.00 17.86 2.11
H -19.39 18.36 0.49
H -16.77 17.60 1.63
H -17.15 18.85 0.49
H -16.04 16.31 -0.20
H -17.01 17.25 -1.33
O -17.64 21.50 9.06
C -18.53 20.85 8.52
O -19.63 21.43 8.03
C -20.51 20.51 7.52
C -19.59 19.29 7.19
C -18.55 19.34 8.33
H -20.96 20.84 6.58
H -21.31 20.34 8.24
H -19.12 19.41 6.22
H -20.11 18.36 6.96
H -17.54 19.00 8.10
H -18.90 18.93 9.28
C -13.57 23.35 12.33
C -13.37 24.68 13.12
O -12.51 24.37 14.21
S -12.16 22.73 14.34
O -13.20 22.05 15.10
O -10.75 22.42 14.64
O -12.54 22.51 12.74
H -13.52 23.40 11.24
H -14.48 22.84 12.64
H -14.33 25.10 13.44
H -12.93 25.35 12.38
C -13.57 17.63 7.26
C -14.60 18.61 7.80
O -15.26 17.96 8.86
S -15.29 16.39 8.60
O -16.41 16.00 7.70
O -15.19 15.68 9.87
O -13.82 16.37 7.80
H -12.55 17.74 7.64
H -13.48 17.46 6.19
H -15.33 18.82 7.02
H -14.19 19.57 8.12
C -22.49 17.21 4.75
C -23.05 16.24 5.78
O -23.84 16.99 6.67
S -24.12 18.54 6.18
O -23.18 19.45 6.82
O -25.54 18.93 6.21
O -23.52 18.17 4.70
H -22.38 16.72 3.78
H -21.51 17.57 5.06
H -22.27 15.77 6.38
H -23.70 15.50 5.30
C -21.38 26.50 6.82
C -20.97 25.23 6.06
O -20.99 24.19 7.06
S -21.02 24.72 8.57
O -19.72 24.49 9.23
O -22.21 24.34 9.33
O -21.14 26.32 8.15
H -22.47 26.57 6.71
H -21.08 27.48 6.45
H -19.99 25.25 5.57
H -21.67 24.85 5.33
C -26.54 20.52 12.49
C -27.28 21.39 11.38
O -26.71 21.11 10.14
S -25.44 20.04 10.24
O -24.23 20.58 9.56
O -25.96 18.77 9.75
O -25.27 20.20 11.90
H -26.98 19.54 12.68
H -26.31 21.10 13.38
H -27.25 22.44 11.66
H -28.32 21.06 11.37
C -16.29 24.65 8.95
C -16.37 25.95 8.15
O -15.62 26.92 8.90
S -16.01 26.78 10.49
O -17.38 27.27 10.82
O -14.87 27.12 11.35
O -16.01 25.11 10.26
H -15.45 24.04 8.60
H -17.17 24.01 8.95
H -17.42 26.24 8.10
H -15.97 25.90 7.14
C -22.09 21.86 12.17
C -21.25 21.15 11.05
O -20.33 20.37 11.61
S -19.87 21.18 13.05
O -19.10 22.35 12.71
O -19.35 20.21 14.03
O -21.40 21.70 13.34
H -22.95 21.27 12.46
H -22.47 22.81 11.77
H -20.91 21.95 10.40
H -21.86 20.55 10.38
*
```

frontier orbital gap	7.808	eV
LUMO energy	-1.05	eV
highest occupied orbital energy	-8.8601	eV
molecular weight	1715.6	g/mol

Atom charges from the Mulliken analysis, given in e for atoms 1 to 5: -0.525, 0.874, -0.559, -0.229, -0.090